Formula: C32H68INO27P2
Source: OMol25
Level of theory: ωB97M-V/def2-TZVPD

Cartesian coordinates (Å):
C 3.68 -0.23 0.29
C 3.03 1.14 0.42
O 2.16 1.14 1.55
C 4.07 2.20 0.66
N 3.59 3.58 0.49
C 3.50 4.35 1.72
C 2.08 4.34 2.33
O 1.10 3.79 1.45
P 0.41 4.83 0.42
C -1.23 4.04 0.11
C -1.47 2.66 0.71
C -2.97 2.42 0.88
I -0.72 1.08 -0.52
P 1.44 4.44 -1.49
O 1.58 3.04 -1.94
H 2.93 -0.96 0.00
H 4.03 -0.52 1.27
H 4.50 -0.24 -0.42
H 2.48 1.39 -0.48
H 1.48 0.48 1.39
H 4.85 2.03 -0.09
H 4.54 2.03 1.63
H 4.24 4.05 -0.12
H 3.76 5.39 1.52
H 4.20 4.00 2.47
H 1.79 5.34 2.64
H 2.07 3.71 3.21
H -1.95 4.73 0.53
H -1.40 4.00 -0.96
H -1.00 2.55 1.68
H -3.39 3.23 1.46
H -3.12 1.49 1.40
H -3.45 2.35 -0.09
H 0.63 5.14 -2.41
H 2.69 5.08 -1.46
C -3.45 -5.32 -4.24
O -2.78 -4.10 -4.59
C -2.33 -3.40 -3.56
O -2.46 -3.70 -2.40
O -1.74 -2.30 -4.01
C -1.14 -1.49 -2.99
H -3.75 -5.77 -5.18
H -2.78 -5.98 -3.70
H -4.32 -5.10 -3.63
H -0.33 -2.04 -2.51
H -1.88 -1.20 -2.24
H -0.75 -0.61 -3.48
C -8.61 1.21 1.58
O -7.28 0.77 1.29
C -7.16 -0.56 1.19
O -8.06 -1.35 1.31
O -5.89 -0.85 0.94
C -5.61 -2.25 0.83
H -8.57 2.30 1.63
H -9.30 0.91 0.81
H -8.94 0.83 2.55
H -6.16 -2.68 0.00
H -5.85 -2.77 1.75
H -4.54 -2.33 0.64
C 6.53 -1.91 -4.84
O 6.93 -1.68 -3.48
C 7.97 -2.42 -3.11
O 8.55 -3.21 -3.81
O 8.25 -2.17 -1.83
C 9.35 -2.92 -1.32
H 5.68 -1.26 -5.01
H 7.34 -1.65 -5.52
H 6.24 -2.95 -4.98
H 10.26 -2.70 -1.87
H 9.14 -3.99 -1.37
H 9.46 -2.62 -0.28
C -6.31 -1.02 4.92
O -4.96 -0.75 5.31
C -4.12 -1.75 5.06
O -4.41 -2.81 4.57
O -2.90 -1.38 5.45
C -1.89 -2.36 5.22
H -6.88 -0.12 5.16
H -6.37 -1.21 3.85
H -6.72 -1.86 5.48
H -1.80 -2.59 4.16
H -2.11 -3.27 5.78
H -0.96 -1.92 5.58
C 11.14 1.13 4.08
O 10.83 0.48 2.85
C 9.64 0.82 2.34
O 8.86 1.60 2.83
O 9.47 0.15 1.20
C 8.23 0.41 0.54
H 12.12 0.77 4.37
H 11.18 2.21 3.95
H 10.41 0.88 4.85
H 8.15 1.46 0.27
H 7.39 0.12 1.17
H 8.22 -0.20 -0.36
C -0.95 -5.08 -0.27
O -0.58 -5.45 1.07
C -1.61 -5.54 1.91
O -2.77 -5.35 1.63
O -1.15 -5.87 3.12
C -2.17 -5.99 4.11
H -0.03 -5.05 -0.84
H -1.62 -5.82 -0.69
H -1.43 -4.11 -0.28
H -2.88 -6.77 3.85
H -2.70 -5.05 4.24
H -1.66 -6.25 5.03
C 4.85 2.67 -4.24
O 5.53 3.88 -4.59
C 6.07 4.52 -3.56
O 6.01 4.18 -2.40
O 6.68 5.61 -4.02
C 7.32 6.40 -3.01
H 4.44 2.26 -5.15
H 5.55 1.96 -3.81
H 4.05 2.87 -3.53
H 8.08 5.82 -2.50
H 6.58 6.76 -2.28
H 7.76 7.24 -3.52
C -14.82 0.99 -2.22
O -13.48 1.25 -1.81
C -12.64 0.22 -1.98
O -12.94 -0.85 -2.43
O -11.44 0.59 -1.56
C -10.43 -0.42 -1.68
H -15.37 1.91 -2.02
H -14.86 0.76 -3.28
H -15.25 0.17 -1.65
H -10.30 -0.72 -2.71
H -10.69 -1.29 -1.07
H -9.51 0.01 -1.30

Properties
SMILES = C[C@@H](O)CNCCOP(C[C@@H](C)I)[PH2]=O.COC(=O)OC.COC(=O)OC.COC(=O)OC.COC(=O)OC.COC(=O)OC.COC(=O)OC.COC(=O)OC.COC(=O)OC
total charge = 0
HOMO-LUMO gap = 8.824 eV
M = 1087.73 g/mol
E_LUMO = 0.43 eV

Results of the Mulliken charge analysis, in e, for atoms 1 through 4: C -1.718; C 1.396; O -0.569; C -1.612

Formula: C36H37MgNP2Se
Source: OMol25
Level of theory: ωB97M-V/def2-TZVPD

Cartesian coordinates (Å):
Mg 0.00 0.00 0.00
C -1.91 0.86 -7.61
C -1.92 -0.41 -7.19
C -1.04 -1.57 -7.58
C 0.29 -1.24 -8.29
C 1.20 -0.37 -7.47
C 1.21 0.96 -7.35
C 0.34 2.00 -8.00
C -1.00 1.52 -8.61
C 1.40 0.48 1.51
H -2.64 1.52 -7.15
H -2.67 -0.67 -6.44
H -1.62 -2.26 -8.22
H -0.81 -2.14 -6.67
H 0.80 -2.20 -8.49
H 0.10 -0.80 -9.27
H 1.93 -0.92 -6.86
H 1.96 1.38 -6.68
H 0.92 2.52 -8.77
H 0.11 2.76 -7.24
H -1.51 2.40 -9.02
H -0.80 0.86 -9.46
H 1.19 1.46 1.95
H 2.43 0.50 1.11
H 1.36 -0.28 2.30
P -1.48 -0.52 -1.64
P 1.55 0.01 -1.66
C -0.56 -0.76 -3.21
C 0.76 -0.55 -3.21
C -2.48 -2.04 -1.52
C -2.84 -2.79 -2.65
C -3.56 -3.97 -2.50
C -3.93 -4.41 -1.22
C -3.58 -3.66 -0.10
C -2.85 -2.48 -0.25
C -2.68 0.77 -2.11
C -2.29 2.12 -2.10
C -3.22 3.13 -2.32
C -4.56 2.80 -2.56
C -4.96 1.47 -2.55
C -4.03 0.45 -2.33
C 3.03 -1.04 -1.53
C 2.94 -2.33 -0.98
C 4.09 -3.09 -0.79
C 5.34 -2.57 -1.13
C 5.44 -1.28 -1.67
C 4.29 -0.52 -1.87
C 2.21 1.64 -2.17
C 2.42 2.60 -1.16
C 2.87 3.88 -1.50
C 3.11 4.21 -2.83
C 2.91 3.25 -3.84
C 2.46 1.98 -3.51
H -1.09 -1.05 -4.11
H 1.36 -0.67 -4.11
H -2.56 -2.45 -3.64
H -3.84 -4.55 -3.38
H -4.50 -5.32 -1.11
H -3.88 -3.99 0.89
H -2.57 -1.88 0.61
H -1.25 2.37 -1.90
H -2.91 4.17 -2.32
H -5.29 3.59 -2.73
H -6.00 1.21 -2.73
H -4.35 -0.58 -2.33
H 1.97 -2.73 -0.70
H 4.02 -4.09 -0.37
H 6.24 -3.17 -0.98
H 6.41 -0.87 -1.93
H 4.37 0.48 -2.28
H 2.24 2.32 -0.13
H 3.03 4.61 -0.72
H 3.46 5.20 -3.09
H 3.10 3.51 -4.87
H 2.32 1.23 -4.29
Se 0.00 0.00 5.07
C 0.00 0.00 3.32
N 0.00 0.00 2.00

Properties
total charge = 0
HOMO-LUMO gap (spin up / spin down) = 2.916 / 2.926 eV
ΔE to the lowest compared entry with this formula, charge and spin = 210.36 kcal per mole
M = 648.91 g/mol
E_LUMO (spin up / spin down) = -0.50 / -0.50 eV

Results of the Mulliken charge analysis, in e, for atoms 1 through 4: Mg 0.535; C -0.367; C -0.367; C -0.457

Formula: C5H11BrO
Source: OMol25
Level of theory: ωB97M-V/def2-TZVPD

Cartesian coordinates (Å):
C 2.65 -1.47 1.19
C -3.04 0.96 -0.53
C -0.57 1.19 0.00
C 2.51 -0.69 -0.06
C -1.64 0.26 -0.44
O 2.98 -1.44 -1.05
Br -1.61 -1.34 0.72
H 2.82 -0.80 2.14
H 3.65 -2.06 1.15
H 1.66 -2.02 1.20
H -3.22 1.50 0.47
H -3.82 0.28 -0.72
H -3.06 1.84 -1.17
H 0.37 0.74 0.01
H -0.35 2.13 -0.59
H -0.79 1.78 0.99
H -1.52 -0.01 -1.43
H 2.98 -0.86 -1.87

Properties
total charge = 0
HOMO-LUMO gap = 9.292 eV
ΔE to the lowest compared entry with this formula, charge and spin = 82.83 kcal per mole
M = 167.05 g/mol
E_LUMO = 0.76 eV

Results of the Mulliken charge analysis, in e, for atoms 1 through 4: C -0.676; C -1.275; C -0.863; C -0.147

Formula: C4H6N3
Source: OMol25
Level of theory: ωB97M-V/def2-TZVPD

Cartesian coordinates (Å):
C -2.03 1.01 -0.01
C -0.83 0.05 -0.05
N 0.43 -0.01 0.16
C 1.62 -0.77 0.10
C 1.64 0.74 -0.04
N -1.69 -0.97 0.01
N -2.84 0.01 0.07
H -2.16 2.08 0.27
H 1.61 -1.38 -0.85
H 2.18 -1.36 0.96
H 1.85 1.31 0.91
H 1.91 1.18 -1.00
H -1.68 -1.89 -0.53

Properties
SMILES = C1=C(N2CC2)[NH+]=N1
total charge = +1
HOMO-LUMO gap = 9.533 eV
ΔE to the lowest compared entry with this formula, charge and spin = 113.96 kcal per mole
M = 96.11 g/mol
E_LUMO = -5.46 eV

Results of the Mulliken charge analysis, in e, for atoms 1 through 4: C -0.134; C 0.494; N 0.023; C -0.377

Formula: C5H10N
Source: OMol25
Level of theory: ωB97M-V/def2-TZVPD

Cartesian coordinates (Å):
C 1.39 1.83 0.60
C 0.42 1.35 -0.49
N -0.35 0.17 -0.25
C -0.65 -1.11 -0.20
C -0.30 -2.43 -0.47
C -1.55 -0.20 0.56
H 1.62 0.96 1.11
H 2.33 2.27 0.10
H 1.11 2.63 1.25
H 1.17 1.16 -1.37
H -0.36 2.06 -0.81
H 0.80 -2.59 -0.69
H -0.72 -2.67 -1.42
H -0.87 -3.13 0.25
H -2.54 -0.06 0.20
H -1.51 -0.25 1.63

Properties
SMILES = CC[N+]1=C(C)C1
total charge = +1
HOMO-LUMO gap = 11.252 eV
ΔE to the lowest compared entry with this formula, charge and spin = 62.70 kcal per mole
M = 84.14 g/mol
E_LUMO = -4.55 eV

Results of the Mulliken charge analysis, in e, for atoms 1 through 4: C -1.030; C -0.201; N 0.043; C 0.695

Formula: C54H57BrClCsF10N3O3PSi
Source: OMol25
Level of theory: ωB97M-V/def2-TZVPD

Cartesian coordinates (Å):
Cs -1.01 0.12 -1.17
C -1.94 -3.56 -5.35
N -2.15 -3.07 -4.01
C -1.15 -3.53 -3.05
C 0.33 -3.28 -3.37
N 0.68 -1.88 -3.26
C 1.56 -1.36 -4.09
C 2.45 -2.00 -5.01
F 2.57 -3.36 -5.03
C 3.32 -1.33 -5.85
F 4.11 -2.04 -6.68
C 3.43 0.05 -5.84
F 4.25 0.70 -6.70
C 2.63 0.73 -4.94
F 2.72 2.08 -4.88
C 1.76 0.07 -4.11
F 1.08 0.84 -3.22
C -2.41 -1.64 -3.97
C -3.79 -1.19 -4.43
N -4.01 0.11 -3.81
C -5.07 0.81 -4.11
C -6.20 0.48 -4.94
F -6.26 -0.73 -5.56
C -7.28 1.31 -5.13
F -8.29 0.90 -5.94
C -7.38 2.54 -4.52
F -8.44 3.36 -4.72
C -6.32 2.92 -3.69
F -6.38 4.12 -3.08
C -5.24 2.10 -3.50
F -4.27 2.54 -2.67
H -2.83 -3.37 -5.96
H -1.77 -4.64 -5.33
H -1.09 -3.09 -5.86
H -1.29 -4.61 -2.94
H -1.37 -3.07 -2.08
H 0.55 -3.72 -4.35
H 0.89 -3.89 -2.64
H -1.63 -1.06 -4.50
H -2.38 -1.34 -2.94
H -4.51 -1.95 -4.09
H -3.85 -1.16 -5.52
C 4.95 -0.59 -1.23
C 5.26 -0.71 0.28
C 4.87 -2.14 0.68
C 6.77 -0.55 0.49
Si 4.26 0.56 1.33
Br 2.18 0.58 0.48
C 4.04 0.02 3.16
C 3.10 -1.19 3.30
C 3.42 1.16 3.97
C 5.39 -0.35 3.79
C 4.87 2.38 1.17
C 5.24 2.71 -0.28
C 3.79 3.39 1.58
C 6.11 2.63 2.05
H 5.55 -1.34 -1.76
H 5.18 0.38 -1.65
H 3.90 -0.81 -1.44
H 5.36 -2.84 -0.01
H 3.80 -2.30 0.60
H 5.19 -2.40 1.69
H 7.29 -1.35 -0.04
H 7.05 -0.63 1.55
H 7.16 0.39 0.11
H 2.10 -0.98 2.91
H 2.99 -1.43 4.36
H 3.46 -2.08 2.80
H 2.47 1.50 3.54
H 4.08 2.01 4.08
H 3.20 0.79 4.98
H 5.83 -1.24 3.33
H 5.23 -0.58 4.85
H 6.12 0.46 3.74
H 4.40 2.53 -0.96
H 6.10 2.15 -0.64
H 5.49 3.77 -0.35
H 2.90 3.30 0.95
H 4.19 4.40 1.44
H 3.48 3.29 2.62
H 6.93 1.94 1.83
H 5.87 2.55 3.11
H 6.48 3.65 1.87
O -1.58 1.93 0.96
P -2.69 1.76 1.93
C -3.06 3.33 2.76
C -3.04 4.48 1.97
C -3.34 5.72 2.53
C -3.65 5.81 3.88
C -3.66 4.67 4.67
C -3.36 3.43 4.11
C -2.27 0.63 3.27
C -3.02 -0.48 3.62
C -2.57 -1.33 4.63
C -1.38 -1.07 5.28
C -0.61 0.04 4.92
C -1.05 0.88 3.92
C -4.27 1.29 1.19
C -4.37 0.92 -0.15
C -5.60 0.61 -0.70
C -6.75 0.68 0.07
C -6.67 1.05 1.41
C -5.44 1.36 1.96
H -2.80 4.40 0.92
H -3.33 6.60 1.91
H -3.88 6.77 4.32
H -3.89 4.74 5.73
H -3.35 2.55 4.73
H -3.91 -0.73 3.07
H -3.14 -2.22 4.86
H -1.02 -1.74 6.05
H 0.34 0.22 5.40
H -0.44 1.72 3.60
H -3.52 0.83 -0.81
H -5.64 0.31 -1.75
H -7.71 0.44 -0.37
H -7.56 1.11 2.02
H -5.38 1.67 3.00
Cl 3.46 -5.23 1.91
C 1.90 -4.44 1.80
C 1.62 -3.66 0.70
C 0.40 -3.01 0.64
C -0.56 -3.17 1.64
C -0.25 -3.97 2.73
C 0.99 -4.60 2.83
C -1.93 -2.49 1.54
O -2.87 -3.07 2.12
O -1.94 -1.40 0.91
H 2.32 -3.58 -0.12
H 0.18 -2.38 -0.22
H -1.01 -4.11 3.49
H 1.24 -5.21 3.69

Properties
total charge = -2
HOMO-LUMO gap = 5.051 eV
ΔE to the lowest compared entry with this formula, charge and spin = 9.93 kcal per mole
M = 1293.37 g/mol
E_LUMO = 3.26 eV

Results of the Mulliken charge analysis, in e, for atoms 1 through 4: Cs 1.732; C -0.974; N 0.209; C -0.683

Formula: CH6IO6P2
Source: OMol25
Level of theory: ωB97M-V/def2-TZVPD

Cartesian coordinates (Å):
O 3.29 0.44 -0.24
P 3.61 -0.74 0.57
O 2.31 -1.69 0.86
C 1.11 -1.34 0.34
O 0.69 -1.67 -0.71
O 0.41 -0.60 1.25
P -1.08 -0.98 1.86
O -1.45 -2.31 1.07
I -2.33 0.76 0.51
H 4.49 -1.68 0.04
H 4.05 -0.50 1.88
H -1.61 -2.24 0.11
O -3.37 2.99 -1.75
H -4.30 3.10 -2.05
H -3.03 3.77 -1.27
H -2.78 2.71 -2.48

Properties
total charge = +1
HOMO-LUMO gap = 7.489 eV
M = 302.90 g/mol
E_LUMO = -5.20 eV

Results of the Mulliken charge analysis, in e, for atoms 1 through 4: O -0.553; P 0.492; O -0.278; C 0.767

Formula: C3H5LiO3Sr
Source: OMol25
Level of theory: ωB97M-V/def2-TZVPD

Cartesian coordinates (Å):
H 0.29 0.20 0.86
O 0.92 0.67 0.09
C 1.24 -0.62 -0.60
C 0.80 -1.63 0.43
C -3.36 1.05 0.16
O -2.27 1.16 -0.25
O -4.44 0.93 0.54
Sr 2.76 2.16 0.86
Li -0.68 1.60 -1.26
H 2.33 -0.66 -0.78
H 0.61 -0.67 -1.50
H 1.29 -1.59 1.40
H 0.50 -2.60 0.04

Properties
2S+1 = 2
total charge = +3
HOMO-LUMO gap (spin up / spin down) = 7.421 / 9.595 eV
ΔE to the lowest compared entry with this formula, charge and spin = 0.00 kcal per mole
M = 183.63 g/mol
E_LUMO (spin up / spin down) = -13.23 / -13.35 eV

Results of the Mulliken charge analysis, in e, for atoms 1 through 4: H 0.444; O -0.736; C 0.097; C -0.935